[1]
The following is a quantum chemistry calculation of an isolated molecule of C4H7NO, from the OMol25 dataset.

The geometry in XYZ format:
```
13
Properties=species:S:1:pos:R:3:mulliken_charge:R:1
C -1.058 -1.384 -0.285 -1.22
C -0.174 -0.264 0.170 0.22
C 1.171 1.540 -0.707 -0.40
N 0.165 0.708 -0.746 -0.06
C 0.277 -0.084 1.497 0.12
O 1.063 0.785 1.898 -0.63
H -2.011 -1.054 -0.727 0.31
H -0.563 -2.033 -1.021 0.28
H -1.303 -2.014 0.576 0.32
H 1.200 2.357 -1.415 0.28
H 1.929 1.384 0.042 0.27
H -0.503 0.842 -1.503 0.28
H -0.194 -0.783 2.220 0.24
```

Summary:
Highest occupied orbital energy (spin up / spin down) = -7.44 / -7.44 eV
Gap between HOMO and LUMO (spin up / spin down) = 7.86 / 7.85 eV

=====

[2]
The following is a quantum chemistry calculation of the ion C9H12N3 with charge +1 at a distorted geometry, from the OMol25 dataset.

The geometry in XYZ format:
```
24
Properties=species:S:1:pos:R:3:mulliken_charge:R:1
C -2.879 -0.324 0.841 -0.60
C -1.490 -0.288 0.814 -0.10
C -3.392 0.486 -0.227 -0.28
C -1.206 0.632 -0.301 1.13
C -0.053 1.007 -1.001 -1.52
C 0.749 -2.701 -0.129 0.13
C 1.834 -1.773 -0.524 -0.41
C 1.854 -0.438 0.320 -0.65
C 1.489 1.998 0.251 -0.93
N -2.356 1.063 -0.855 -0.02
N -0.094 -3.362 0.196 -0.34
N 1.254 0.724 -0.414 0.22
H -3.479 -0.991 1.600 0.32
H -0.936 -0.663 1.626 0.44
H -4.400 0.592 -0.667 0.40
H 2.713 -2.341 -0.268 0.35
H 1.910 -1.676 -1.674 0.32
H 1.356 -0.565 1.314 0.39
H 2.958 -0.314 0.562 0.43
H 0.937 1.886 1.258 0.34
H 2.537 1.897 0.457 0.45
H 1.111 2.835 -0.366 0.34
H -2.390 1.580 -1.709 0.25
H 1.972 0.736 -1.107 0.33
```

Summary:
Highest occupied orbital energy = -12.99 eV
Gap between HOMO and LUMO = 8.32 eV
Charge = +1

=====

[3]
The following is a quantum chemistry calculation of a structure of composition C3H4MgO4Yb at a distorted geometry, from the OMol25 dataset.

The geometry in XYZ format:
```
13
Properties=species:S:1:pos:R:3:lowdin_spin:R:1
O 1.446 -0.549 7.139 0.03
C 0.715 -1.670 6.854 0.04
O 0.921 -2.725 7.783 0.28
C 0.648 -2.359 9.164 0.43
Yb 1.631 -0.249 9.180 0.21
H 0.990 -2.101 5.874 0.00
H 1.118 -3.144 9.775 0.02
H -0.444 -2.435 9.336 0.04
H -0.436 -1.428 6.826 0.02
O -3.337 -0.953 8.415 0.13
C -2.550 -0.385 7.634 0.56
O -2.825 0.647 6.991 0.13
Mg -4.721 0.452 7.804 0.11
```

Summary:
Highest occupied orbital energy (spin up / spin down) = -15.77 / -15.59 eV
Gap between HOMO and LUMO (spin up / spin down) = 6.26 / 5.09 eV
Charge = +2
2S+1 = 3

=====

[4]
The following is a quantum chemistry calculation of a structure of composition C41H53BrGaN6O2PS, from the OMol25 dataset.

The geometry in XYZ format:
```
106
Properties=species:S:1:pos:R:3:mulliken_charge:R:1
Ga 0.539 0.019 0.543 1.05
N 0.131 -1.063 2.346 -0.58
C 0.947 -2.244 2.551 0.16
C 1.200 -2.723 3.826 -0.89
C 1.868 -3.926 3.982 -0.75
C 2.239 -4.672 2.870 -1.03
C 1.984 -4.192 1.598 -0.70
C 1.376 -2.947 1.421 -0.02
P 1.046 -2.252 -0.222 1.42
C -0.163 -3.366 -0.960 0.98
C -1.462 -3.361 -0.448 -0.29
C -2.393 -4.273 -0.914 -0.91
C -2.029 -5.200 -1.884 -0.72
C -0.740 -5.205 -2.395 -0.76
C 0.197 -4.286 -1.941 -0.54
C 2.538 -2.339 -1.246 0.38
C 2.459 -1.726 -2.497 -0.19
C 3.538 -1.758 -3.364 -0.74
C 4.714 -2.394 -2.987 -0.92
C 4.804 -2.992 -1.739 -0.79
C 3.721 -2.967 -0.869 -0.94
H -0.836 -1.368 2.239 0.69
H 0.147 -0.416 3.134 0.32
H 0.853 -2.172 4.691 0.55
H 2.067 -4.302 4.977 0.48
H 2.717 -5.633 2.998 0.48
H 2.244 -4.794 0.737 0.62
H -1.756 -2.636 0.303 0.20
H -3.401 -4.266 -0.520 0.48
H -2.753 -5.920 -2.240 0.43
H -0.458 -5.923 -3.153 0.52
H 1.198 -4.293 -2.352 0.48
H 1.549 -1.220 -2.796 0.18
H 3.460 -1.289 -4.337 0.56
H 5.556 -2.427 -3.665 0.41
H 5.717 -3.489 -1.440 0.47
H 3.823 -3.425 0.103 0.54
Br -2.054 -4.239 -5.756 -0.12
C -1.306 -2.615 -5.181 -0.44
C -0.538 -1.852 -6.046 -0.26
C -0.045 -0.641 -5.587 -0.82
C -0.331 -0.253 -4.289 -0.23
N -1.043 -1.003 -3.443 0.05
C -1.537 -2.160 -3.891 -0.45
H -0.350 -2.190 -7.056 0.48
H 0.538 0.001 -6.232 0.53
H 0.018 0.698 -3.908 0.25
H -2.141 -2.741 -3.205 0.74
C 4.693 -0.924 1.725 -1.08
N 4.712 0.215 0.819 0.59
C 5.845 1.120 0.988 -1.23
C 3.687 0.487 -0.009 -0.14
O 2.507 0.073 0.248 -0.66
N 3.942 1.145 -1.150 0.43
C 5.229 1.084 -1.834 -1.35
C 2.864 1.707 -1.936 -1.19
H 5.506 -1.606 1.464 0.41
H 3.748 -1.452 1.656 0.27
H 4.843 -0.595 2.749 0.35
H 5.987 1.284 2.057 0.39
H 5.630 2.081 0.531 0.42
H 6.767 0.707 0.577 0.32
H 5.854 0.309 -1.403 0.43
H 5.752 2.040 -1.804 0.27
H 5.040 0.824 -2.877 0.49
H 1.983 1.824 -1.321 -0.07
H 2.641 1.067 -2.795 0.43
H 3.157 2.696 -2.292 0.50
C -1.451 3.951 0.518 -1.49
C -0.275 3.922 -0.464 0.17
C -0.533 2.937 -1.601 -1.09
C 1.044 3.781 0.290 0.08
C 1.967 4.819 0.190 -0.92
C 3.037 4.925 1.063 -1.48
C 3.105 4.052 2.136 -0.73
C 2.209 2.995 2.276 0.28
C 2.120 2.301 3.626 -0.10
C 0.707 2.433 4.207 -1.52
C 2.609 0.856 3.660 -0.52
C 1.270 2.780 1.252 0.95
O 0.442 1.692 1.288 1.38
H -2.382 4.157 -0.016 0.46
H -1.311 4.735 1.262 0.37
H -1.550 2.998 1.038 0.09
H -0.230 4.910 -0.931 0.72
H -1.504 3.147 -2.058 0.69
H -0.554 1.900 -1.253 -0.49
H 0.220 3.039 -2.383 0.34
H 1.810 5.586 -0.560 0.49
H 3.745 5.737 0.969 0.45
H 3.835 4.221 2.919 0.49
H 2.778 2.871 4.285 0.86
H -0.019 1.853 3.634 0.08
H 0.376 3.472 4.191 0.37
H 0.692 2.090 5.243 0.47
H 2.109 0.293 4.453 0.28
H 3.674 0.813 3.878 0.34
H 2.456 0.352 2.708 -0.08
N -4.221 1.217 -0.111 -0.40
C -3.118 0.607 -0.539 1.13
N -2.982 0.359 -1.828 -0.09
S -1.978 0.193 0.682 -0.24
H -4.974 1.461 -0.734 0.19
H -4.318 1.441 0.865 0.25
H -3.681 0.684 -2.478 0.29
H -2.168 -0.138 -2.216 0.00
```

Summary:
Highest occupied orbital energy = -12.47 eV
Gap between HOMO and LUMO = 7.43 eV
Charge = +2

=====

[5]
The following is a quantum chemistry calculation of a cluster of 13 separate species, C52H82O35 in total at a distorted geometry, from the OMol25 dataset.

The geometry in XYZ format:
```
169
Properties=species:S:1:pos:R:3:mulliken_charge:R:1
C 2.262 5.115 -0.547 0.77
C 2.993 5.418 0.781 -0.12
C 2.204 6.534 1.373 -0.45
O 1.299 6.987 0.310 -0.47
C 1.750 6.503 -0.973 -0.72
H 1.442 4.417 -0.382 -0.89
H 2.883 4.725 -1.354 0.58
H 4.019 5.699 0.544 0.53
H 2.964 4.530 1.413 -0.29
H 2.778 7.430 1.609 0.26
H 1.593 6.280 2.239 0.23
H 2.506 7.168 -1.391 0.31
H 0.839 6.520 -1.571 0.29
C 4.961 1.441 0.404 0.28
C 5.065 0.876 -0.987 -0.87
C 4.733 -0.567 -0.870 0.90
O 5.092 -0.887 0.447 -0.54
C 4.831 0.185 1.366 -0.01
H 4.109 2.103 0.562 -0.64
H 5.880 1.994 0.599 0.52
H 6.054 0.988 -1.431 0.40
H 4.327 1.406 -1.588 0.16
H 5.179 -1.090 -1.716 0.44
H 3.680 -0.747 -1.087 -0.66
H 5.669 0.154 2.062 0.44
H 3.924 0.194 1.971 -0.23
C 2.743 -2.997 0.787 -0.22
C 2.314 -4.301 1.507 0.34
C 2.502 -5.648 0.792 0.15
O 2.915 -6.457 1.869 -0.40
C 3.450 -5.696 2.842 0.50
O 3.981 -6.077 3.902 -0.63
O 3.266 -4.411 2.504 -0.36
H 3.661 -3.237 0.250 0.71
H 2.912 -2.224 1.537 -0.43
H 2.041 -2.632 0.038 -0.13
H 1.296 -4.307 1.896 -0.08
H 3.254 -5.564 0.007 0.16
H 1.556 -5.936 0.335 0.18
C 2.375 -1.620 -4.145 -1.64
C 2.152 -2.798 -3.288 2.41
C 2.085 -4.137 -4.073 -0.37
O 3.058 -4.980 -3.545 -0.36
C 3.765 -4.250 -2.625 0.49
O 4.777 -4.686 -2.108 -0.58
O 3.237 -3.045 -2.506 -0.11
H 2.766 -0.831 -3.504 0.05
H 1.453 -1.290 -4.625 0.18
H 3.110 -1.741 -4.941 0.54
H 1.291 -2.679 -2.631 -1.05
H 2.289 -3.834 -5.100 0.35
H 1.049 -4.474 -4.050 0.26
C -2.358 -0.748 -7.135 -1.59
C -2.707 -1.396 -5.757 0.52
C -1.654 -2.455 -5.347 -0.69
O -1.434 -2.141 -4.029 -0.09
C -1.793 -0.878 -3.744 0.50
O -1.448 -0.168 -2.793 -0.40
O -2.467 -0.378 -4.800 -0.39
H -3.071 0.061 -7.293 0.41
H -2.544 -1.477 -7.924 0.43
H -1.348 -0.339 -7.134 0.31
H -3.737 -1.751 -5.716 0.30
H -0.757 -2.454 -5.967 0.33
H -2.112 -3.443 -5.373 0.32
C 1.223 0.674 -0.960 -0.10
C 0.701 0.832 0.489 1.00
C -0.789 0.598 0.573 0.47
O -0.832 -0.488 1.492 0.48
C 0.356 -0.959 1.815 -0.47
O 0.578 -1.909 2.587 -0.40
O 1.298 -0.135 1.306 0.37
H 2.283 0.913 -1.040 -0.68
H 0.673 1.339 -1.627 0.35
H 1.105 -0.367 -1.261 -0.14
H 0.953 1.841 0.816 -0.49
H -1.214 0.296 -0.384 -0.59
H -1.260 1.511 0.938 -0.24
C 0.753 4.302 -3.731 -1.18
C 0.572 3.657 -5.164 0.42
C 0.040 2.233 -5.143 0.27
O -1.100 2.274 -5.958 -0.20
C -1.312 3.539 -6.389 0.50
O -2.281 3.906 -7.028 -0.60
O -0.358 4.347 -5.932 -0.38
H 1.319 3.638 -3.077 0.08
H -0.178 4.501 -3.201 0.35
H 1.230 5.282 -3.750 0.48
H 1.506 3.544 -5.714 0.30
H -0.270 1.931 -4.143 -0.30
H 0.751 1.574 -5.643 0.20
C -1.450 6.821 2.496 -1.13
C -2.175 5.891 1.500 0.29
C -2.405 6.418 0.091 -0.56
O -1.995 5.329 -0.695 -0.38
C -1.364 4.415 -0.006 0.06
O -0.897 3.372 -0.481 0.07
O -1.407 4.725 1.268 -0.11
H -1.296 6.217 3.390 0.19
H -2.075 7.687 2.711 0.44
H -0.533 7.254 2.095 0.17
H -3.106 5.533 1.939 0.31
H -1.798 7.304 -0.098 0.33
H -3.437 6.764 0.034 0.34
C -5.175 -1.297 3.475 -1.56
C -3.649 -1.418 3.458 1.51
C -2.981 -1.509 4.745 -0.04
O -2.096 -2.592 4.677 -0.29
C -2.254 -3.190 3.501 0.54
O -1.558 -4.184 3.174 -0.63
O -3.167 -2.577 2.800 -0.10
H -5.391 -0.536 4.225 0.45
H -5.706 -2.232 3.655 0.34
H -5.524 -0.922 2.513 0.25
H -3.122 -0.654 2.886 -0.58
H -3.709 -1.698 5.534 0.33
H -2.333 -0.654 4.939 -0.05
C -5.798 -3.026 -3.105 -1.57
C -5.417 -1.580 -2.686 0.87
C -6.529 -0.673 -2.133 -0.59
O -5.945 -0.075 -1.027 -0.36
C -4.781 -0.673 -0.708 0.21
O -4.045 -0.353 0.216 -0.45
O -4.514 -1.661 -1.613 0.36
H -6.317 -3.566 -2.313 0.43
H -4.915 -3.633 -3.300 0.32
H -6.404 -2.945 -4.008 0.44
H -5.040 -1.026 -3.545 -0.14
H -7.333 -1.192 -1.611 0.32
H -7.001 0.047 -2.801 0.29
C -0.631 2.261 5.943 -1.73
C -0.145 1.905 4.563 2.20
C -0.341 2.997 3.506 0.12
O 0.931 3.335 3.092 -0.02
C 1.834 2.528 3.685 0.32
O 3.048 2.473 3.407 -0.60
O 1.272 1.829 4.686 -0.36
H -0.371 1.501 6.680 0.30
H -1.719 2.188 5.970 0.43
H -0.297 3.235 6.301 0.43
H -0.598 0.989 4.184 -1.08
H -0.812 3.791 4.086 0.36
H -1.046 2.698 2.731 -0.15
C 0.915 -1.449 6.037 -0.72
C 2.260 -2.076 6.460 0.48
C 2.942 -2.794 5.278 0.41
O 4.279 -2.544 5.514 -0.33
C 4.412 -1.445 6.293 0.58
O 5.486 -0.896 6.660 -0.64
O 3.188 -1.072 6.749 -0.39
H 0.526 -0.811 6.831 0.45
H 0.200 -2.197 5.696 0.37
H 1.079 -0.695 5.267 -0.39
H 2.204 -2.662 7.377 0.31
H 2.530 -2.439 4.333 -0.45
H 2.818 -3.874 5.358 0.27
C -3.762 -4.688 -0.187 -1.52
C -2.750 -4.198 -1.262 1.82
C -1.620 -3.272 -0.733 1.28
O -0.436 -3.922 -0.968 0.50
C -0.706 -5.031 -1.623 -0.11
O 0.173 -5.735 -2.135 -0.60
O -2.074 -5.274 -1.831 -0.45
H -4.577 -5.184 -0.715 0.39
H -4.141 -3.839 0.382 0.13
H -3.267 -5.319 0.552 0.45
H -3.236 -3.662 -2.077 -0.87
H -1.873 -3.010 0.294 -0.46
H -1.700 -2.375 -1.348 -0.72
```

Summary:
Highest occupied orbital energy = -9.06 eV
Gap between HOMO and LUMO = 8.79 eV

=====

[6]
The following is a quantum chemistry calculation of a cluster of 2 separate species, C2H2N2OS in total at a distorted geometry, from the OMol25 dataset.

The geometry in XYZ format:
```
8
Properties=species:S:1:pos:R:3:mulliken_charge:R:1
C 1.760 0.404 -0.706 -0.02
N 1.142 1.068 0.061 -0.19
S 0.496 1.808 1.299 -0.19
H 2.393 -0.102 -1.381 0.39
N -1.480 -0.227 -0.279 -0.46
C -1.261 -1.040 0.571 0.59
O -0.821 -1.693 1.392 -0.36
H -2.229 -0.218 -0.957 0.24
```

Summary:
Highest occupied orbital energy = -8.50 eV
SMILES = C#[N+][S-].N=C=O
Gap between HOMO and LUMO = 9.10 eV